# 1
Molecular formula: C38H30Cl2IN3O3RuSSb
Method: DFT, wB97M-V/def2-TZVPD

Output
HOMO-LUMO gap (alpha / beta) (eV): 5.378 / 5.621
E_LUMO (alpha / beta) (Eh): -0.045 / -0.045
Spin multiplicity: 2
HOMO (alpha / beta) (eV): -6.62 / -6.85
<S²>: 0.79
Relative energy (zero: lowest compared OMol25 entry of this formula, charge and spin) (kcal/mol): 33.8

The geometry in XYZ format:
```
80
Properties=species:S:1:pos:R:3:forces:R:3
Ru -0.260045 0.809694 0.945439 0.08 -0.27 0.07
Cl -1.948618 2.029610 7.922145 0.01 -0.01 -0.04
C -1.842315 1.943958 6.183464 -0.09 0.02 0.01
C -2.987137 2.226382 5.407393 0.00 0.00 0.10
C -2.923589 2.175806 4.050357 0.07 -0.03 -0.09
C -1.725777 1.809240 3.347490 -0.05 0.11 0.09
O -1.753565 1.780339 2.077514 -0.07 -0.15 0.02
C -0.574295 1.528133 4.155462 0.09 -0.05 -0.01
C 0.747860 1.282247 3.667773 -0.15 0.15 0.04
N 1.129562 0.964388 2.466473 0.18 -0.17 -0.09
C 2.533134 0.919977 2.231846 -0.18 -0.02 -0.15
C 3.447426 0.764377 3.248884 0.14 -0.04 0.15
C 4.815812 1.059941 3.110620 -0.08 -0.03 0.04
C 5.291642 1.544322 1.933360 -0.04 0.03 -0.08
C 4.432906 1.572497 0.810619 0.11 0.02 0.01
C 4.911696 2.006461 -0.447156 0.07 0.02 0.06
C 4.125332 1.934745 -1.554818 -0.15 -0.09 0.02
C 2.886006 1.302916 -1.423348 0.09 0.07 -0.11
N 2.425139 0.896935 -0.258612 -0.07 0.00 0.23
C 3.092951 1.140105 0.924634 -0.07 0.01 -0.08
C -0.672608 1.630088 5.571409 0.02 -0.01 -0.02
H -3.910698 2.491664 5.905930 0.00 0.00 0.00
H -3.789768 2.402427 3.442358 0.00 0.00 0.00
H 1.504708 1.422017 4.434400 0.03 0.05 -0.03
H 3.104751 0.451130 4.224119 -0.01 0.01 0.00
H 5.466216 0.951224 3.967808 -0.01 0.00 0.01
H 6.317212 1.869107 1.820967 0.00 -0.01 -0.01
H 5.920504 2.395702 -0.506163 0.00 0.00 0.01
H 4.450712 2.276719 -2.525172 0.00 0.01 0.00
H 2.255203 1.065951 -2.268023 0.01 0.01 -0.01
H 0.208218 1.443493 6.174766 0.01 0.00 -0.01
Cl -3.588576 4.780422 -3.603092 0.05 -0.01 0.05
C -2.446430 4.155252 -2.441035 -0.09 -0.06 -0.04
C -1.467208 4.968177 -1.948051 0.07 0.04 0.03
C -0.530896 4.488684 -1.020260 -0.05 0.11 -0.08
I 0.991086 5.735401 -0.352847 0.04 0.01 0.03
C -0.564757 3.187186 -0.537916 -0.01 -0.18 -0.09
O 0.292160 2.698341 0.292314 0.00 0.05 0.06
C -1.607205 2.344562 -1.075102 0.12 -0.06 0.08
N -1.608320 1.047499 -0.627804 0.04 0.19 0.04
C -2.468993 0.201172 -1.138441 -0.14 -0.01 -0.14
C -3.428924 0.578361 -2.099396 0.11 -0.14 0.14
C -3.473123 1.869478 -2.527004 0.02 0.17 -0.03
C -2.533560 2.805255 -2.028877 -0.09 -0.07 -0.08
H -1.408483 5.993750 -2.286477 0.01 0.00 0.01
H -2.411678 -0.823066 -0.793268 -0.02 0.00 0.03
H -4.120997 -0.163453 -2.472816 0.00 0.00 -0.01
H -4.207695 2.192139 -3.251874 0.01 0.00 0.00
C -1.393997 -3.257673 0.784380 -0.02 0.02 0.00
Sb -1.220407 -1.427532 1.875787 0.08 0.27 -0.07
C -0.547307 -2.279092 3.713874 0.04 0.00 0.00
C -3.278465 -1.235975 2.401063 0.00 -0.04 0.02
H -1.762167 -4.023852 1.466460 -0.01 -0.02 -0.03
H -0.439358 -3.565882 0.364193 0.02 0.01 0.02
H -2.105942 -3.139824 -0.032889 0.01 0.00 -0.01
H -1.209051 -3.100844 3.986049 0.01 0.00 0.02
H -0.572675 -1.519851 4.495187 0.00 0.00 -0.01
H 0.470135 -2.655518 3.612062 0.01 0.01 0.00
H -3.727038 -2.221791 2.521983 -0.02 0.01 0.01
H -3.801803 -0.681176 1.623391 0.00 0.00 0.00
H -3.362585 -0.679243 3.334174 0.01 0.00 -0.01
C 0.526305 -5.361743 -7.752258 0.02 0.01 0.02
C 0.688878 -4.463689 -6.549065 -0.07 0.00 -0.13
O 1.341739 -3.458020 -6.557373 0.04 -0.02 0.04
S -0.243209 -5.039145 -5.135306 -0.01 -0.03 0.01
C 0.152838 -3.810943 -3.937628 0.04 0.06 0.09
C 0.878618 -4.169181 -2.798589 0.00 -0.03 -0.01
C 1.198887 -3.230335 -1.845945 -0.01 0.05 -0.01
C 0.814167 -1.870427 -2.005438 -0.07 -0.15 0.05
C 0.065080 -1.531417 -3.169429 0.02 0.02 0.02
C -0.257751 -2.484378 -4.103431 -0.05 -0.02 -0.03
C 1.150065 -0.904448 -1.085529 0.16 0.14 -0.19
C 1.190133 0.074957 -0.239357 -0.31 0.02 0.12
H 1.514792 -5.584130 -8.151084 0.00 0.00 -0.01
H -0.032890 -4.816179 -8.513236 0.01 0.00 0.01
H 0.003904 -6.286747 -7.516779 0.00 0.00 0.02
H 1.192338 -5.197703 -2.671341 0.01 0.00 -0.01
H 1.763308 -3.512439 -0.966465 0.02 0.00 -0.01
H -0.259311 -0.506180 -3.298743 0.01 0.00 -0.01
H -0.832208 -2.210356 -4.978707 0.01 0.00 -0.01
```
Positions in Å, forces in eV/Å.

=====

# 2
Molecular formula: C38H30CrN5O8S2
Method: DFT, wB97M-V/def2-TZVPD

Output
Net charge: -2
HOMO-LUMO gap (alpha / beta) (eV): 6.224 / 6.322
E_LUMO (alpha / beta) (Eh): 0.143 / 0.143
Spin multiplicity: 4
HOMO (alpha / beta) (eV): -2.33 / -2.43
<S²>: 3.78

The geometry in XYZ format:
```
84
Properties=species:S:1:pos:R:3:forces:R:3
Cr 16.141514 14.393088 11.675915 0.74 -0.59 0.57
C 13.989126 18.232407 11.530381 -0.48 1.03 1.61
O 15.195221 18.805180 12.086813 -0.85 -0.09 -0.64
C 15.759707 18.212365 13.187332 0.20 -0.05 -0.86
C 16.220045 19.043558 14.138541 -0.12 1.55 0.99
C 16.996451 18.600563 15.196553 0.17 -0.69 -0.07
C 17.340898 17.271664 15.231001 -0.11 1.41 -0.15
C 16.939843 16.405356 14.246703 -0.56 -1.17 -0.63
C 17.300947 15.019987 14.369071 -0.75 -1.28 -0.86
N 16.959225 14.133163 13.500285 0.35 -0.23 0.90
N 17.321336 12.798035 13.810837 -0.09 1.16 0.28
C 17.394988 12.138487 12.699217 0.05 -0.54 0.32
O 17.166586 12.622484 11.540468 -0.17 -0.34 -0.52
C 17.711484 10.668137 12.859279 0.04 1.45 -0.49
C 17.695219 9.908196 11.715548 -0.61 0.59 -0.27
C 17.765802 8.546416 11.863299 -0.20 -0.95 -0.87
C 17.992841 7.934272 13.084093 0.32 -0.25 0.15
C 18.133011 8.743290 14.209409 -0.14 -0.43 0.10
C 17.943780 10.095895 14.097247 -0.03 0.50 -0.16
C 16.107523 16.840461 13.182655 -0.16 0.92 0.09
O 15.653146 16.200894 12.179340 -0.20 -1.21 0.02
H 13.464393 19.038938 10.974672 0.42 -0.34 0.37
H 13.338654 17.913486 12.395595 0.49 0.16 -0.89
H 14.181385 17.407262 10.884880 0.24 -0.68 -0.36
H 15.961097 20.095020 14.065621 0.02 0.02 -0.10
H 17.387585 19.247350 15.942119 0.11 0.66 0.47
H 18.009840 16.964105 15.979671 0.69 -0.72 0.97
H 17.790440 14.603556 15.238940 0.30 0.35 0.30
H 17.479636 10.435468 10.770414 0.18 -0.58 0.56
H 17.534732 7.958607 10.983808 0.33 -0.33 -0.03
H 18.089711 6.843052 13.146877 -0.14 0.47 0.02
H 18.314305 8.350957 15.198045 0.07 -0.36 0.06
H 17.942295 10.752576 14.944181 0.07 0.12 0.36
C 16.383790 11.344429 8.428186 0.70 1.22 0.13
C 15.299805 12.330490 8.722073 0.12 -0.52 0.52
N 14.458803 11.948989 9.603502 0.59 -0.07 -0.30
N 13.415437 12.762982 9.847098 -1.38 0.51 0.18
C 13.182698 13.147877 11.040141 1.05 -0.49 -0.02
S 14.249466 12.945754 12.423954 -0.34 0.33 0.00
S 11.680639 13.998180 11.348037 -0.49 0.10 0.11
C 11.384275 14.712585 9.706416 0.14 -0.18 -0.06
C 10.594927 15.979848 9.845288 0.31 0.34 -0.19
C 9.453788 16.181932 9.070414 0.14 0.51 1.11
C 8.763848 17.386998 9.197679 -0.89 -1.06 -1.03
C 9.261039 18.370289 10.006660 -1.21 1.45 0.98
C 10.345380 18.191445 10.860977 0.23 -0.68 -1.24
C 11.040224 16.996700 10.722904 0.59 -0.25 0.71
C 15.346867 13.644598 8.047514 -0.36 -1.30 -1.02
C 15.424137 13.660424 6.659291 -0.51 2.71 0.70
C 15.363483 14.877427 5.962894 0.54 -1.40 0.01
C 15.297620 16.062529 6.681572 -0.11 1.30 -1.04
C 15.232067 16.069316 8.050864 0.03 -0.69 -0.56
C 15.271375 14.838069 8.737559 0.54 1.15 1.58
O 15.345519 14.894307 10.031630 -0.75 -0.14 -0.39
H 16.189827 10.407998 8.913391 0.02 -0.39 0.29
H 16.559512 11.212075 7.379860 -0.15 -0.22 -0.83
H 17.308012 11.835927 8.775034 -0.02 -0.50 0.24
H 12.396701 14.903544 9.380236 0.31 0.33 -0.30
H 10.981848 14.029558 8.942931 -0.18 0.10 0.53
H 9.042661 15.384283 8.484542 0.03 -0.31 -0.34
H 7.767691 17.458562 8.686540 1.15 0.35 0.41
H 8.660727 19.280299 10.093691 0.26 -0.08 -0.01
H 10.671256 18.982942 11.523894 0.03 -0.11 0.02
H 11.944478 16.833384 11.357423 -0.96 -0.15 -0.76
H 15.430062 12.785214 6.108553 0.19 -1.78 -0.91
H 15.472040 14.783185 4.886485 -0.17 0.58 0.02
H 15.307424 17.035075 6.139143 -0.03 -0.76 0.38
H 15.218816 16.980729 8.614292 -0.03 0.24 0.27
O 19.685800 14.493566 12.200911 0.20 0.09 0.17
C 19.049170 14.781031 11.205021 -0.40 -0.32 -1.24
O 17.839574 15.146299 11.062224 -0.29 0.53 0.46
C 19.683842 14.700737 9.805744 -0.86 0.32 0.22
C 18.932599 14.898142 8.639860 0.04 0.33 -0.14
C 19.572978 14.851269 7.401451 0.17 -0.38 1.58
C 20.936539 14.613607 7.401084 0.45 -0.16 -1.47
C 21.705310 14.438842 8.521371 -0.27 -0.55 0.37
C 21.011445 14.444341 9.727072 2.33 -0.36 0.72
N 21.608321 14.473871 6.049027 -0.69 0.61 2.05
O 22.777948 14.196810 6.019275 1.19 -0.42 -0.04
O 20.936295 14.695162 5.086633 -0.79 0.11 -1.49
H 17.865469 15.121986 8.722558 0.42 -0.19 -0.06
H 19.039724 14.910181 6.496518 -0.54 0.24 -0.90
H 22.756634 14.187797 8.447514 -0.13 0.17 0.00
H 21.548773 14.230223 10.671921 -0.41 0.27 -0.62
```
Positions in Å, forces in eV/Å.

=====

Per-record strongest force on any atom, eV Å⁻¹: 0.34, 2.84
Per-record total energy, eV: -103605.1483, -113816.6474